Model one:
10
Properties=species:S:1:pos:R:3:nbo_charge:R:1 method="wB97M-V/def2-TZVPD" e_homo_ev="-9.82 / -9.58" lumo_ev="-1.261 / -3.324"
C 1.12 -1.05 0.20 0.08
C 0.74 -2.23 -0.43 0.26
C 0.13 0.05 0.42 -0.63
N 2.37 -1.13 0.49 -0.57
N 1.57 -3.16 -0.68 -0.61
S 2.97 -2.61 0.04 0.77
I -1.60 -1.50 -3.79 -0.01
H -0.32 0.21 -0.46 0.23
H -0.53 -0.41 1.18 0.23
H 0.70 0.86 0.91 0.24

***

Model two:
10
Properties=species:S:1:pos:R:3:nbo_charge:R:1 method="wB97M-V/def2-TZVPD" e_homo_ev=-9.27 lumo_ev=0.187
C 0.18 0.01 -0.22 0.11
C -0.54 1.14 0.27 -0.04
C 0.14 -1.38 0.28 -0.68
N 0.91 0.34 -1.27 -0.60
N -0.31 2.25 -0.42 -0.62
S 0.73 1.92 -1.65 0.86
I -1.80 1.23 1.85 0.22
H -0.55 -2.15 -0.30 0.25
H 1.22 -1.71 0.08 0.25
H 0.01 -1.65 1.37 0.25

***

Of them, model two has the highest stability.

***

Model one:
13
Properties=species:S:1:pos:R:3:nbo_charge:R:1 method="wB97M-V/def2-TZVPD" e_homo_ev=-7.94 lumo_ev=0.717 smiles=Nc1nc(Cl)c(N)[nH]1
N -2.33 -1.07 0.13 -0.87
C -1.06 -0.58 -0.06 0.49
N -0.01 -1.42 -0.08 -0.51
C 1.14 -0.65 -0.08 0.04
Cl 2.67 -1.44 -0.03 0.02
C 0.78 0.68 0.01 0.20
N 1.58 1.77 0.10 -0.86
N -0.61 0.71 -0.22 -0.54
H -2.25 -2.03 0.72 0.42
H -3.06 -1.16 -0.71 0.40
H 2.04 2.02 -0.90 0.39
H 2.25 1.71 0.89 0.40
H -1.14 1.45 0.22 0.41

***

Model two:
13
Properties=species:S:1:pos:R:3:nbo_charge:R:1 method="wB97M-V/def2-TZVPD" e_homo_ev=-8.52 lumo_ev=0.333
C 1.61 -0.23 0.01 0.46
C -0.61 -0.23 -0.11 0.08
C -0.12 1.02 -0.08 0.20
H 2.68 -1.89 -0.37 0.41
H 3.12 -1.15 1.33 0.38
H -1.12 2.52 1.11 0.39
H -1.72 2.23 -0.49 0.37
H 1.97 1.73 0.38 0.40
N 2.88 -0.87 0.11 -0.84
N 0.55 -0.99 -0.11 -0.51
N -0.72 2.30 0.15 -0.85
N 1.24 1.02 -0.39 -0.50
Cl -2.22 -1.00 0.05 0.01

***

Of them, model one has the highest stability.

***

Model one:
15
Properties=species:S:1:pos:R:3:nbo_charge:R:1 method="wB97M-V/def2-TZVPD" e_homo_ev=-7.23 lumo_ev=0.619
N 0.26 -1.30 2.17 -0.82
C -0.45 -1.63 1.08 0.01
C -0.88 -0.73 0.19 -0.21
N -0.26 0.55 -0.08 -0.52
C -0.85 1.59 -0.51 0.41
O -2.12 1.85 -0.82 -0.68
H 0.34 -1.96 2.90 0.39
H 0.61 -0.29 2.20 0.41
H -0.84 -2.64 1.20 0.19
H -1.54 -1.14 -0.51 0.19
H -0.17 2.36 -0.77 0.13
H -2.20 2.77 -1.23 0.50
N 1.82 0.84 -2.16 -0.08
N 2.70 0.19 -1.98 0.43
O 3.61 -0.47 -1.67 -0.35

***

Model two:
15
Properties=species:S:1:pos:R:3:nbo_charge:R:1 method="wB97M-V/def2-TZVPD" e_homo_ev=-9.47 lumo_ev=0.720
N 2.25 -0.58 1.39 -0.75
C 1.07 -0.43 1.58 0.67
N -0.13 -0.34 1.47 -0.52
C -1.25 0.48 1.19 -0.23
C -1.45 0.39 -0.34 -0.27
N -0.18 0.77 -1.03 -0.24
N 0.35 -0.16 -1.66 0.55
O 0.05 -1.35 -1.81 -0.48
O 1.56 0.22 -2.11 -0.48
H 2.85 -0.35 2.18 0.39
H -0.99 1.57 1.39 0.22
H -2.03 -0.12 1.67 0.24
H -1.74 -0.59 -0.67 0.22
H -2.20 1.15 -0.67 0.21
H 1.84 -0.65 -2.56 0.49

***

Of them, model one has the highest stability.